Below is one molecule with the formula C19H18N4O3S in a non-equilibrium geometry, with properties calculated with ωB97M-V/def2-TZVPD.

Results
DFT total energy (Eh): -1577.77152
SMILES string: Cn1c(Cc2ccccc2)nnc1SCC(=O)Nc1ccc2c(c1)OCO2
Orbital gap (eV): 8.18
2S+1: 1

Last column: Löwdin charge in e.
Positions of all 45 atoms, in Å:
C  1.2817  3.3002  0.4189  -0.0124
N  1.3924  2.0505  1.1118  -0.0493
C  2.4119  1.1467  1.0488  -0.6250
N  2.1588  0.1210  1.8212  -0.0027
N  0.9622  0.3305  2.3947  0.0816
C  0.5004  1.4737  1.9792  -0.3305
C  -0.8204  2.0453  2.3246  -0.0639
C  -1.8327  1.9237  1.2046  -0.2160
C  -3.0732  2.5339  1.3549  -0.0461
C  -4.0363  2.4256  0.3692  -0.0820
C  -3.7710  1.7090  -0.7866  -0.0863
C  -2.5379  1.1041  -0.9475  -0.0661
C  -1.5756  1.2091  0.0432  -0.0366
H  -0.6268  0.7134  -0.0978  0.1051
H  -2.3173  0.5436  -1.8439  0.1086
H  -4.5227  1.6228  -1.5570  0.1035
H  -4.9967  2.9011  0.5031  0.1023
H  -3.2847  3.0923  2.2558  0.1135
H  -1.1919  1.5002  3.1957  0.1333
H  -0.7095  3.0981  2.6020  0.1272
S  3.7920  1.3204  0.0044  0.9969
C  4.1802  -0.4480  -0.2636  -0.3395
H  4.2954  -0.9169  0.7111  0.0794
H  5.1174  -0.4450  -0.8175  0.0850
C  3.0713  -1.0602  -1.1144  -0.5453
O  3.1207  -1.0508  -2.3240  0.0613
N  2.0544  -1.5541  -0.3632  0.1209
C  0.7533  -1.8659  -0.7798  -0.2150
C  0.4096  -2.0267  -2.1159  -0.0098
C  -0.9100  -2.2601  -2.4956  0.0116
C  -1.8561  -2.3263  -1.5032  -0.2261
C  -1.5085  -2.1829  -0.1585  -0.2156
C  -0.2148  -1.9596  0.2336  0.0536
H  0.0400  -1.8252  1.2724  0.1156
O  -2.6325  -2.2812  0.6159  0.0391
C  -3.7062  -2.4552  -0.2827  -0.1631
O  -3.2128  -2.5140  -1.6025  0.0272
H  -4.2375  -3.3903  -0.0456  0.1393
H  -4.4039  -1.6060  -0.1875  0.1348
H  -1.1783  -2.3763  -3.5319  0.1192
H  1.1748  -1.9500  -2.8692  0.0997
H  2.1403  -1.4351  0.6462  0.0996
H  1.5362  4.1306  1.0817  0.1034
H  1.9734  3.2963  -0.4233  0.0734
H  0.2616  3.4264  0.0551  0.0967

=====

Below is C19H19BBrCaN2O8 as an isolated structure in a non-equilibrium geometry, with properties calculated with ωB97M-V/def2-TZVPD.

Results
DFT total energy (Eh): -4723.50242
Total charge: -1
Orbital gap (eV): 6.18
2S+1: 1

Last column: Löwdin charge in e.
Positions of all 51 atoms, in Å:
Ca  -0.6382  -0.4309  -1.0329  1.3115
Br  -0.6870  -4.4264  -1.4605  0.7503
C  -2.1419  -3.5386  -2.3083  -0.7303
C  -3.1367  -4.2809  -2.9216  -0.1110
C  -4.1819  -3.5763  -3.5049  -0.0536
C  -4.1644  -2.1940  -3.4485  0.0013
C  -3.0923  -1.5561  -2.8298  -0.1651
N  -2.1016  -2.2301  -2.2625  0.0306
C  -3.0224  -0.0083  -2.7909  -0.6439
O  -4.0354  0.5799  -3.1504  0.0326
O  -1.9349  0.4577  -2.4016  -0.1901
H  -3.0806  -5.3560  -2.9426  0.0933
H  -4.9856  -4.1057  -3.9950  0.1052
H  -4.9379  -1.5716  -3.8680  0.1137
O  3.1607  0.2147  -2.9603  0.0219
C  2.1167  0.4929  -2.3779  -0.6317
O  1.2791  -0.3112  -1.8983  -0.2089
C  1.8040  1.9933  -2.1752  -0.0868
C  2.7258  2.9524  -2.5832  -0.0071
C  2.4864  4.3039  -2.3814  -0.0649
C  1.3299  4.7140  -1.7448  -0.0037
C  0.4089  3.7506  -1.3339  -0.1370
C  0.6315  2.4006  -1.5639  0.0566
N  -0.7778  4.1537  -0.6394  -0.3497
O  -1.4795  3.2996  -0.1323  0.0960
O  -1.0116  5.3524  -0.5689  0.0544
H  3.6299  2.6047  -3.0605  0.1146
H  3.2106  5.0357  -2.7107  0.1008
H  1.1308  5.7564  -1.5501  0.1117
H  -0.1146  1.6773  -1.2714  0.0574
C  1.0550  -2.4715  4.0052  -0.0137
C  1.0713  -1.4972  2.8298  -0.5080
C  2.4459  -1.5437  2.1452  -0.0128
O  0.1279  -1.8862  1.8306  0.0017
B  -0.3453  -0.7500  1.1794  -0.6275
O  0.0355  0.3669  1.9167  0.0046
C  0.6284  -0.0411  3.1519  -0.5045
C  -0.4701  0.0153  4.2247  -0.0187
C  1.7542  0.9157  3.5344  -0.0119
H  1.3600  -3.4541  3.6523  0.0842
H  0.0635  -2.5656  4.4372  0.0770
H  1.7498  -2.1416  4.7763  0.0850
H  2.5791  -2.5326  1.7107  0.0917
H  3.2578  -1.3423  2.8400  0.0822
H  2.4643  -0.8236  1.3287  0.0906
H  -1.2643  -0.6859  3.9786  0.0911
H  -0.8987  1.0157  4.2321  0.0886
H  -0.0726  -0.2098  5.2119  0.0805
H  2.4514  1.0407  2.7120  0.0812
H  2.2888  0.5467  4.4088  0.0854
H  1.3282  1.8905  3.7632  0.0851

=====

Below is C19H19BrIrN6O2P as an isolated structure, with properties calculated with ωB97M-V/def2-TZVPD.

Results
DFT total energy (Eh): -4233.65461
Total charge: +2
Orbital gap (eV): 7.68
2S+1: 1

Last column: Löwdin charge in e.
Positions of all 49 atoms, in Å:
Ir  0.1271  0.3690  -0.0417  1.4430
C  2.5790  -4.5664  0.4499  0.0160
N  2.3128  -3.2087  -0.0341  -0.0995
C  3.1011  -2.5083  -0.9001  -0.0033
C  2.5081  -1.2949  -1.0834  -0.0684
N  1.3628  -1.2640  -0.3342  -0.1181
C  1.2637  -2.4338  0.2960  -0.4311
P  -0.0931  -2.8156  1.4648  1.2120
C  -1.3765  -2.2095  0.3234  -0.4258
N  -1.3038  -1.0267  -0.2833  -0.1007
C  -2.4402  -0.8517  -1.0272  -0.0452
C  -3.2108  -1.9626  -0.8597  0.0096
N  -2.5373  -2.7992  -0.0147  -0.0951
C  -3.0119  -4.1089  0.4411  0.0176
C  0.0241  -1.2748  2.4528  -0.4247
N  0.0957  -0.0362  1.9567  -0.1040
C  0.1299  0.8440  2.9967  -0.0500
C  0.0847  0.1167  4.1521  0.0051
N  0.0179  -1.1999  3.7976  -0.1035
C  -0.0537  -2.3229  4.7363  0.0117
H  3.5172  -4.9013  0.0188  0.1056
H  2.6679  -4.5647  1.5335  0.0992
H  1.7833  -5.2375  0.1362  0.1013
H  4.0082  -2.9197  -1.3072  0.1449
H  2.8399  -0.4627  -1.6797  0.1233
H  -2.6219  0.0380  -1.6053  0.1104
H  -4.1740  -2.2178  -1.2660  0.1460
H  -3.9772  -4.2959  -0.0190  0.1058
H  -2.3159  -4.8859  0.1351  0.1010
H  -3.1283  -4.1086  1.5222  0.1008
H  0.1796  1.9070  2.8362  0.1256
H  0.0921  0.4272  5.1822  0.1448
H  -0.0356  -1.9211  5.7446  0.1057
H  -0.9798  -2.8736  4.5910  0.0987
H  0.8029  -2.9786  4.6014  0.0994
Br  -3.8225  2.2470  -4.8760  0.8790
C  -2.3546  1.8003  -3.8070  -0.6587
C  -1.5917  0.6758  -4.1287  -0.0962
C  -0.5061  0.3419  -3.3440  -0.0478
C  -0.1943  1.1292  -2.2287  -0.2020
C  -0.9653  2.2547  -1.9118  -0.1471
C  -2.0460  2.5933  -2.7043  -0.0334
C  -0.6929  3.0241  -0.6468  -0.5059
O  -1.0250  4.1470  -0.4560  0.1968
O  -0.1158  2.2659  0.3378  -0.2156
H  -1.8425  0.0888  -5.0014  0.1186
H  0.1210  -0.4960  -3.6193  0.1261
H  0.8418  1.0094  -1.8370  0.0927
H  -2.6433  3.4588  -2.4484  0.1355

=====

Below is C19H19Cl32I2N4O3 as an isolated structure in a non-equilibrium geometry, with properties calculated with ωB97M-V/def2-TZVPD.

Results
DFT total energy (Eh): -16500.93583
Total charge: +1
Orbital gap (eV): 8.18
2S+1: 1

Last column: Löwdin charge in e.
Positions of all 79 atoms, in Å:
C  -0.5671  -0.8129  -2.3668  -0.0895
O  0.3327  -1.9578  -2.0700  -0.2268
C  0.5196  -2.0853  -0.5876  -0.1204
N  2.0275  -1.8640  -0.3537  -0.0746
C  2.9580  -2.7579  -1.1489  -0.6574
I  2.9291  -4.9112  -0.5624  0.7563
C  3.8610  -2.3348  -2.2539  -0.6464
C  3.8899  -0.7759  -2.7603  -0.1331
I  5.1314  -3.9217  -3.1727  0.7658
C  2.4474  -0.9025  0.5321  -0.1177
N  1.6806  0.0452  1.4333  -0.0643
C  2.7299  0.8477  2.1924  -0.0852
O  2.6045  1.8888  3.2256  -0.0152
N  4.0432  0.3326  1.6403  -0.0929
C  5.4826  0.7113  1.9130  -0.0943
C  5.8282  1.9728  0.8733  -0.1535
C  7.0846  1.6484  -0.1376  -0.1577
C  6.6722  1.5898  -1.7341  -0.2576
O  7.5124  2.4309  -2.6020  -0.1373
N  3.9371  -0.6842  0.7000  0.1236
H  -0.5151  -0.4788  -3.5111  0.1225
H  -0.3336  0.1329  -1.7011  0.0989
H  -1.6639  -1.2100  -2.2059  0.0543
H  -0.0994  -1.2718  -0.0166  0.1247
H  0.2715  -3.1887  -0.2364  0.1355
H  3.8988  -0.0101  -1.8692  0.0614
H  2.8686  -0.5972  -3.3469  0.1114
H  4.8408  -0.6158  -3.4233  0.0765
H  2.3201  1.4521  4.1026  0.1607
H  6.1809  -0.2324  1.6989  0.1450
H  5.6262  1.1373  2.9959  0.1445
H  4.8777  2.1656  0.1800  0.1144
H  6.0140  2.9840  1.4468  0.1259
H  7.9006  2.5041  0.0008  0.1372
H  7.5581  0.6095  0.1314  0.1077
H  5.5463  1.9063  -1.9303  0.1125
H  6.7781  0.4692  -2.1268  0.1180
H  7.3535  2.1970  -3.5795  0.1231
H  4.7624  -1.1273  0.2307  0.1744
C  -4.7225  -2.2429  -1.8414  -1.9993
Cl  -4.8427  -0.6503  -1.0517  0.5050
Cl  -6.2505  -3.1322  -1.6205  0.5037
Cl  -4.4107  -2.0210  -3.5816  0.5267
Cl  -3.3860  -3.1682  -1.1119  0.5120
C  -7.7966  -4.8787  1.7361  -1.9879
Cl  -8.3624  -3.4427  2.6261  0.4858
Cl  -8.6463  -4.9819  0.1735  0.4945
Cl  -6.0426  -4.7477  1.4509  0.4905
Cl  -8.1348  -6.3425  2.6939  0.5285
C  -11.0553  -0.5597  1.0812  -1.9858
Cl  -12.3594  -0.9524  2.2299  0.5039
Cl  -11.7612  0.0979  -0.4167  0.5128
Cl  -9.9689  0.6516  1.8074  0.4930
Cl  -10.1314  -2.0358  0.7042  0.4608
C  -1.7641  1.9044  2.4445  -1.9628
Cl  -2.1278  1.3305  4.0915  0.5286
Cl  -0.3490  1.0278  1.8091  0.5802
Cl  -3.1688  1.6092  1.3889  0.5102
Cl  -1.4107  3.6501  2.4884  0.4814
C  -13.7937  3.1285  1.8253  -2.0016
Cl  -14.5370  4.5219  2.6503  0.5166
Cl  -12.9360  3.6896  0.3680  0.5034
Cl  -12.6390  2.3339  2.9252  0.4809
Cl  -15.0630  1.9688  1.3579  0.5101
C  0.5521  4.8106  -1.1968  -1.9939
Cl  -0.0138  6.2466  -0.3068  0.5148
Cl  -0.2976  4.7074  -2.7594  0.5275
Cl  2.3060  4.9416  -1.4820  0.5057
Cl  0.2139  3.3468  -0.2390  0.4602
C  8.0511  -7.1836  -4.6716  -2.0002
Cl  8.3024  -8.1138  -6.1702  0.5325
Cl  9.2812  -5.8999  -4.5560  0.5160
Cl  6.4274  -6.4502  -4.6930  0.4031
Cl  8.1933  -8.2705  -3.2670  0.5228
C  1.4709  5.9643  4.7027  -2.0016
Cl  2.6498  4.6303  4.7745  0.5170
Cl  2.1250  7.3818  5.5614  0.5316
Cl  1.1606  6.3917  3.0010  0.4905
Cl  -0.0518  5.4533  5.4739  0.5122